1.
A molecular structure, CH6N3. Source: the OMol25 dataset; level of theory: ωB97M-V with the def2-TZVPD basis set.

Structure (XYZ):
```
10
Properties=species:S:1:pos:R:3:forces:R:3:mulliken_charge:R:1
C 1.015 -0.065 -0.024 1.730 1.768 0.510 -0.10
N -0.003 -1.044 0.232 2.228 2.248 0.410 -0.26
N 0.066 1.071 0.044 0.659 -1.890 0.322 -0.41
N -0.878 0.012 -0.044 -4.332 1.977 -0.206 -0.61
H 1.891 0.090 0.578 0.376 -0.503 0.804 0.37
H 1.369 0.009 -1.046 0.239 -0.916 -0.914 0.31
H -0.243 -1.790 -0.307 -0.195 -3.421 -1.984 0.29
H -0.035 1.515 0.958 -0.196 0.761 0.119 0.35
H -1.333 0.110 -1.048 0.172 -0.605 0.345 0.53
H -1.849 0.092 0.655 -0.680 0.581 0.595 0.53
```
Forces are in eV/Å.

**E_HOMO (alpha / beta)**: -9.77 / -17.62 eV
**Calculated total energy**: -205.335928 Eh
**<S²>**: 2.01
**ΔE to the lowest compared entry with this formula, charge and spin**: 528.80 kJ/mol
**Total charge**: +1
**2S+1**: 3

2.
A single C7H16N2O molecule. Source: the OMol25 dataset; level of theory: ωB97M-V with the def2-TZVPD basis set.

Structure (XYZ):
```
26
Properties=species:S:1:pos:R:3:forces:R:3:mulliken_charge:R:1
C 0.048 0.976 -2.310 -0.298 -0.222 0.209 -1.15
N -0.075 -0.169 -1.416 0.537 0.019 -0.187 0.61
C 0.474 -1.405 -1.960 -0.339 0.171 0.127 -1.14
C -1.304 -0.288 -0.738 0.471 0.064 -1.413 0.24
O -2.330 -0.524 -1.616 -0.332 -0.053 0.492 -0.51
N -1.495 -0.179 0.489 3.396 0.695 1.441 -0.77
C 0.074 0.169 1.339 -2.773 -0.403 0.606 1.75
C 0.115 -1.063 2.227 0.071 -0.028 0.147 -1.60
C 1.459 0.424 0.763 -0.082 -0.117 -0.830 -1.48
C -0.388 1.415 2.078 0.038 0.071 0.158 -1.61
H -0.329 1.876 -1.817 0.008 -0.114 -0.007 0.33
H 1.104 1.143 -2.543 -0.079 -0.102 -0.022 0.34
H -0.519 0.827 -3.234 0.064 0.103 -0.180 0.33
H 0.326 -2.229 -1.256 -0.039 0.136 -0.017 0.31
H -0.007 -1.670 -2.907 0.109 -0.140 -0.138 0.33
H 1.551 -1.287 -2.106 -0.087 0.040 -0.091 0.34
H -3.120 -0.581 -1.058 -0.095 -0.028 -0.217 0.36
H 0.871 -0.937 3.013 -0.136 -0.005 -0.070 0.38
H 0.388 -1.951 1.650 0.005 0.091 -0.028 0.33
H -0.857 -1.256 2.682 0.075 0.089 0.033 0.39
H 2.161 0.649 1.576 -0.422 -0.039 0.260 0.46
H 1.483 1.294 0.104 -0.003 -0.209 -0.096 0.33
H 1.873 -0.454 0.263 -0.112 0.175 -0.157 0.30
H -1.356 1.256 2.555 0.104 -0.032 0.034 0.39
H 0.352 1.707 2.835 -0.125 -0.069 -0.052 0.38
H -0.499 2.256 1.387 0.043 -0.094 -0.001 0.36
```
Forces are in eV/Å.

**E_HOMO**: -8.66 eV
**Calculated total energy**: -461.008787 Eh
**ΔE to the lowest compared entry with this formula, charge and spin**: 249.56 kJ/mol
**SMILES**: CN(C)/C(O)=N\C(C)(C)C

3.
6 unconnected molecules or ions with the total composition C6H25NO7. Source: the OMol25 dataset; level of theory: ωB97M-V with the def2-TZVPD basis set.

Structure (XYZ):
```
39
Properties=species:S:1:pos:R:3:forces:R:3:mulliken_charge:R:1
C 3.347 2.283 0.230 0.959 -0.194 0.920 -0.67
O 4.101 1.081 0.053 -0.108 0.511 -2.315 -0.39
C 3.994 0.047 0.940 -2.167 -0.417 1.707 -0.74
C 2.538 -0.686 0.987 1.659 1.332 -0.035 0.55
C 2.569 -1.915 1.830 0.051 -0.972 0.600 -1.56
N 2.106 -1.074 -0.322 0.276 -0.571 -1.111 -0.62
H 2.533 2.137 0.940 -0.315 0.029 -0.297 0.30
H 3.040 2.720 -0.720 -0.248 -0.572 0.005 0.24
H 4.042 2.992 0.680 -0.043 0.290 0.197 0.30
H 4.766 -0.692 0.725 -0.091 -0.067 -0.262 0.32
H 4.191 0.451 1.933 0.057 -0.246 0.591 0.41
H 1.733 -0.038 1.337 0.362 0.513 0.447 0.29
H 3.362 -2.602 1.535 0.300 0.079 -0.181 0.37
H 1.653 -2.482 1.663 -0.187 0.079 0.222 0.33
H 2.693 -1.758 2.901 -0.077 0.258 -0.048 0.39
H 2.729 -1.807 -0.631 -0.025 -0.464 -0.225 0.28
H 2.254 -0.350 -1.010 -0.115 0.534 -0.073 0.18
O -4.078 -2.536 -2.271 0.352 -1.730 0.511 -0.53
C -3.961 -1.190 -2.508 0.323 1.839 0.507 -0.45
C -4.082 -0.355 -1.190 -0.875 0.474 -0.447 -0.05
O -5.411 -0.531 -0.704 -0.743 -1.178 0.117 -0.57
H -4.925 -2.729 -1.863 -0.154 0.183 0.086 0.32
H -2.965 -1.006 -2.912 0.122 -0.067 -0.001 0.28
H -4.663 -0.940 -3.303 -0.281 0.758 0.224 0.32
H -4.065 0.733 -1.250 1.031 0.090 -0.996 0.28
H -3.307 -0.647 -0.482 -0.045 -0.383 0.037 0.09
H -5.503 -0.353 0.235 0.335 0.033 -0.009 0.30
O -0.575 -1.325 0.114 -1.366 -0.163 0.479 -0.71
H -0.824 -2.011 -0.505 -0.185 -0.110 -0.174 0.29
H 0.382 -1.302 0.074 1.317 -0.096 -0.471 0.36
O -0.954 1.323 0.100 0.130 0.831 -0.326 -0.67
H -1.621 1.566 0.742 -0.053 0.155 0.384 0.29
H -0.896 0.369 0.163 -0.106 -0.949 -0.062 0.42
O 0.904 1.628 -2.117 0.638 -0.090 -0.353 -0.62
H 0.502 1.317 -1.305 -0.459 0.156 0.405 0.40
H 0.173 1.974 -2.629 -0.180 0.045 -0.035 0.29
O -2.126 2.298 2.649 -0.254 -0.089 -0.139 -0.64
H -1.739 2.223 3.522 0.111 -0.135 0.205 0.30
H -1.913 3.189 2.369 0.053 0.303 -0.081 0.32
```
Forces are in eV/Å.

**E_HOMO**: -9.21 eV
**Calculated total energy**: -824.985012 Eh
**ΔE to the lowest compared entry with this formula, charge and spin**: 291.23 kJ/mol
**SMILES**: COC[C@H](C)N.OCCO.O.O.O.O